<i>
Computed, not measured: C4H6N4O2 as an isolated structure, with wB97M-V/def2-TZVPD.

Atoms and positions in Å:
C  -0.252  -1.008  0.148
C  -0.963  0.337  -0.031
C  -0.180  1.425  -0.071
C  1.872  -0.017  0.146
H  -1.959  -2.001  -0.536
H  -0.481  -2.738  -0.552
H  -2.750  0.693  -0.636
H  -2.323  1.211  1.294
H  1.713  2.144  -0.367
H  3.485  -0.953  0.378
N  -1.019  -2.048  -0.243
N  -2.434  0.270  0.337
N  1.308  1.192  -0.212
N  1.198  -1.236  0.303
O  -0.345  2.698  -0.016
O  3.130  0.031  0.058

Total charge: 0

<ii>
Computed, not measured: an isolated molecule of C4H6N4O2, with wB97M-V/def2-TZVPD.

Atoms and positions in Å:
C  -0.444  -2.353  -0.038
N  -0.592  -0.928  0.050
N  -1.754  -0.330  0.029
C  -1.554  1.026  -0.031
C  -0.213  1.359  0.010
N  0.450  2.561  -0.127
C  0.412  -0.029  -0.114
N  1.722  -0.325  -0.005
O  2.431  0.642  0.117
O  2.012  -1.485  0.044
H  0.266  -2.571  0.721
H  -1.360  -2.677  0.231
H  -0.363  -2.758  -1.087
H  -2.272  1.802  -0.023
H  0.029  3.417  -0.320
H  1.230  2.650  0.543

SMILES: Cn1ncc(N)c1[N+](=O)[O-]
Total charge: 0

<i> is favored, and the nearest alternative lies 1.509 eV above it.

<i>
Computed, not measured: a 10-piece molecular cluster, H22NO9 overall, with wB97M-V/def2-TZVPD.

Atoms and positions in Å:
N  30.926  6.962  36.649
H  30.433  7.287  37.272
H  31.724  7.452  36.608
H  30.407  7.035  35.687
H  31.200  6.009  36.861
O  34.390  7.769  36.759
H  34.639  7.885  35.814
H  35.005  8.248  37.122
O  31.806  9.632  38.306
H  32.126  10.354  37.725
H  32.578  9.212  38.904
O  31.361  9.310  34.827
H  30.793  9.386  34.243
H  31.800  10.066  34.950
O  28.331  7.805  39.024
H  28.530  7.691  39.960
H  27.977  6.944  38.521
O  28.324  5.868  35.428
H  27.857  5.018  35.782
H  27.664  6.211  34.688
O  31.705  2.959  38.168
H  31.166  3.877  38.536
H  32.525  3.526  38.298
O  30.794  5.653  33.704
H  29.913  5.843  33.897
H  31.237  4.976  34.218
O  29.666  5.030  38.597
H  29.884  5.197  39.615
H  28.747  4.935  38.549
O  32.367  3.900  35.375
H  32.700  3.367  34.612
H  33.216  4.261  35.764

Total charge: +1

<ii>
Computed, not measured: a 10-piece molecular cluster, H22NO9 overall, with wB97M-V/def2-TZVPD.

Atoms and positions in Å:
N  4.409  4.023  7.320
H  3.556  3.682  7.426
H  4.651  4.576  7.971
H  4.403  4.515  6.606
H  5.173  3.291  7.126
O  0.422  2.457  7.131
H  0.385  2.253  8.050
H  0.863  3.279  6.936
O  6.830  4.401  5.587
H  6.963  3.992  4.865
H  7.623  4.708  5.775
O  5.663  0.183  5.906
H  5.196  0.928  5.715
H  5.292  0.149  6.787
O  5.649  6.833  4.950
H  5.975  5.937  5.164
H  6.261  7.162  4.326
O  3.462  2.027  9.857
H  4.063  2.427  10.551
H  2.657  2.263  10.138
O  6.038  6.877  8.680
H  6.488  5.970  8.817
H  6.506  7.585  8.442
O  7.093  4.481  9.035
H  7.574  4.770  9.987
H  7.711  4.107  8.452
O  3.764  2.131  4.781
H  3.792  2.513  3.993
H  2.832  1.957  4.708
O  1.756  4.476  9.435
H  1.624  4.434  10.421
H  1.228  5.167  9.100

Total charge: +1

<iii>
Computed, not measured: a 10-piece molecular cluster, H22NO9 overall, with wB97M-V/def2-TZVPD.

Atoms and positions in Å:
N  -0.105  0.188  -0.362
H  0.360  -0.258  -1.104
H  -1.044  0.416  -0.585
H  0.496  1.000  -0.110
H  -0.139  -0.507  0.287
O  1.740  1.637  -2.914
H  2.169  1.030  -3.466
H  2.090  1.608  -2.041
O  -1.781  0.051  -2.774
H  -2.325  0.831  -2.627
H  -2.388  -0.540  -3.065
O  -3.015  -2.034  -0.869
H  -2.357  -2.510  -0.351
H  -3.239  -1.345  -0.276
O  2.711  1.788  -0.212
H  3.038  2.037  0.675
H  3.447  1.925  -0.807
O  0.429  2.018  2.194
H  0.167  1.259  2.702
H  1.382  2.010  2.314
O  1.057  -2.841  -1.097
H  1.168  -2.747  -2.061
H  1.293  -3.724  -0.831
O  1.976  -1.229  1.464
H  2.540  -0.584  1.974
H  2.279  -1.283  0.528
O  -1.385  -0.556  2.605
H  -0.819  -0.750  3.325
H  -2.103  -1.179  2.656
O  -2.747  1.373  1.303
H  -2.515  0.660  1.985
H  -2.382  2.255  1.540

Total charge: +1

<iii> is favored, and the nearest alternative lies 3.690 eV above it.